Formula: C25H43F14NO3S
Source: OMol25
Level of theory: ωB97M-V/def2-TZVPD

Structure (ORCA input):
```
! wB97M-V def2-TZVPD RIJCOSX def2/J DEFGRID3
* xyz 0 1
S -2.427 6.427 -0.659
F -3.755 5.584 -0.880
F 2.054 4.592 0.315
F -1.123 7.309 -0.458
F -1.381 5.048 -2.637
F -2.001 3.853 -0.992
F 0.822 3.724 2.600
F -3.291 7.602 -0.066
F 0.506 5.794 1.199
F -2.606 7.049 -2.103
F 0.795 5.799 -1.544
F -1.034 3.373 1.504
F -2.287 5.821 0.805
F 0.487 3.661 -1.561
F 2.121 -0.889 2.639
O -4.419 -2.281 -2.169
O 1.213 -0.383 -0.752
O 4.766 -1.686 0.911
N 0.044 -1.128 1.747
C 1.152 -4.162 3.451
C -1.127 -0.646 1.022
C -0.080 -3.340 3.012
C 4.666 -0.601 0.001
C -0.454 -0.458 -3.342
C -0.524 -2.401 4.146
C 0.858 2.103 0.860
C -3.032 -0.447 -3.076
C 0.211 -2.579 1.678
C 1.267 -0.367 1.630
C 0.318 3.428 1.361
C 5.151 -3.993 1.405
C 2.096 -0.589 0.338
C 1.772 -0.575 -2.042
C 4.820 -2.973 0.319
C -4.609 -1.787 -0.854
C 1.035 1.109 2.015
C -1.757 -1.275 -3.296
C 0.141 4.814 -0.942
C -4.287 -1.314 -3.194
C -5.892 -0.979 -0.668
C 3.408 0.229 0.287
C 0.781 -1.296 -2.939
C 0.715 4.677 0.507
C -1.386 4.962 -1.316
H 2.083 -3.654 3.170
H 2.393 -1.650 0.341
H -1.084 -0.857 -0.057
H 3.322 1.018 -0.476
H -0.918 -4.030 2.839
H -5.977 -0.663 0.380
H -0.314 -0.070 -4.358
H 1.169 -4.273 4.545
H 2.036 0.402 -2.486
H -2.009 -1.166 1.423
H -1.860 -1.827 -4.242
H 3.571 0.736 1.246
H 5.577 -2.990 -0.482
H 5.547 0.044 0.144
H -0.532 0.402 -2.656
H 4.675 -3.686 2.343
H 2.703 -1.163 -1.996
H -0.472 -2.970 0.907
H 1.234 -2.827 1.380
H 1.898 1.401 2.623
H -1.286 0.423 1.194
H -1.448 -1.864 3.903
H 1.809 2.279 0.356
H -5.901 -0.068 -1.280
H 0.452 -2.225 -2.454
H 0.157 1.126 2.675
H 6.230 -4.082 1.562
H 0.260 -1.673 4.389
H -0.714 -2.999 5.049
H -4.206 -1.902 -4.119
H 0.166 1.721 0.100
H 4.697 -0.958 -1.039
H 1.151 -5.178 3.036
H -5.188 -0.689 -3.291
H -1.686 -2.013 -2.483
H -3.732 -1.210 -0.510
H -4.654 -2.683 -0.220
H -3.102 0.343 -3.837
H 3.849 -3.223 -0.145
H 1.357 -1.599 -3.828
H 4.765 -4.982 1.128
H -6.772 -1.578 -0.933
H -2.970 0.045 -2.095
*
```

SMILES   CCOCCCCCCO[C@@H](CCOCC)[C@@](F)(CCC(F)(F)C(F)(F)C(F)(F)C(F)(F)S(F)(F)(F)(F)F)N(C)CC(C)C
Largest force on an atom   0.02280 hartree/bohr


Formula: C25H43FN4O4
Source: OMol25
Level of theory: ωB97M-V/def2-TZVPD

Structure (ORCA input):
```
! wB97M-V def2-TZVPD RIJCOSX def2/J DEFGRID3
* xyz 0 1
F 0.981 -0.341 0.510
O -1.094 -1.185 1.677
O -1.906 3.006 0.958
O 0.118 2.561 -4.520
O 2.988 -3.170 0.516
N -1.515 -3.265 -1.034
N -1.325 5.671 0.059
N 0.399 -0.237 -5.102
N 2.395 -1.765 3.182
C -4.063 -2.504 5.136
C -2.336 -1.658 2.226
C -1.429 -0.019 4.026
C -0.801 1.627 -3.974
C -0.918 0.315 -4.768
C -1.737 0.447 -6.049
C 1.945 -2.473 -0.159
C -2.499 -1.097 3.673
C 1.075 -1.667 0.861
C 4.247 -2.690 0.217
C 4.758 -1.529 0.792
C 1.756 -1.690 2.216
C -0.342 -2.244 1.108
C 6.043 -1.089 0.504
C -1.720 -3.441 4.553
C -0.641 3.585 1.230
C 6.344 -2.926 -0.972
C -0.236 4.709 0.260
C -0.396 3.331 -5.592
C 5.067 -3.363 -0.682
C 0.232 4.200 -1.100
C 6.862 -1.787 -0.371
C -2.577 -2.179 4.796
C -1.057 -2.664 -0.152
C -1.899 2.031 -0.069
H -0.403 -0.401 3.968
H -1.762 -4.074 5.448
H -0.414 1.385 -2.979
H -2.654 1.012 -5.873
H -2.020 -0.540 -6.416
H -1.566 6.087 0.955
H -0.229 2.824 -6.545
H -1.782 2.095 -3.820
H -4.101 -3.311 5.881
H -1.459 3.554 -5.463
H -3.457 -0.549 3.704
H 1.369 -3.187 -0.762
H -2.731 1.349 0.110
H -2.174 -1.701 5.708
H 7.881 -1.471 -0.585
H -4.587 -2.765 4.205
H 0.760 4.989 -1.637
H -4.493 -1.576 5.542
H -2.156 5.141 -0.192
H -3.133 -1.191 1.619
H -2.216 -4.025 3.753
H 0.155 4.271 -5.620
H -1.181 0.935 -6.850
H -0.729 4.018 2.231
H 0.919 3.357 -0.991
H -0.595 3.886 -1.737
H 4.672 -4.262 -1.160
H -0.283 -3.039 1.868
H 0.905 -0.423 -4.241
H -1.436 -0.404 -4.127
H 4.191 -0.913 1.488
H 0.937 0.506 -5.543
H -2.481 -2.743 2.135
H 6.426 -0.185 0.979
H -2.066 2.504 -1.040
H -1.589 0.865 3.390
H 6.957 -3.495 -1.673
H -0.699 -3.232 4.203
H 2.407 -1.723 -0.823
H 0.134 2.810 1.292
H 0.607 5.239 0.714
H -1.619 0.310 5.061
H -0.972 1.452 -0.081
*
```

SMILES   CC(C)[C@@H](C)CO[C@@H](C#N)[C@@](F)(C#N)COc1ccccc1.COC[C@@H](C)N.COC[C@@H](C)N
Largest force on an atom   0.03769 hartree/bohr


Formula: C25H43FeNP2
Source: OMol25
Level of theory: ωB97M-V/def2-TZVPD

Structure (ORCA input):
```
! wB97M-V def2-TZVPD RIJCOSX def2/J DEFGRID3
* xyz 1 6
Fe 0.323 -0.489 0.686
P 1.549 1.453 0.524
P -1.627 0.800 0.115
N -1.318 2.296 2.652
C -1.062 -1.409 -4.179
C 1.447 -1.165 2.597
C -0.711 -1.996 2.234
C 1.267 -3.396 1.240
C 3.053 0.859 -0.306
C -1.239 1.555 1.732
C -1.848 -0.507 -3.259
C 2.161 2.438 1.909
C 0.874 0.545 4.465
C 1.146 0.934 -2.894
C -1.791 0.834 -3.290
C -1.989 -0.609 3.996
C 0.520 -0.449 3.434
C -0.988 1.671 -4.260
C 0.481 2.678 -0.384
C 0.448 -1.040 -4.235
C 0.690 -2.202 1.898
C 0.496 1.933 -3.859
C -3.384 0.658 -0.036
C -1.819 -2.935 1.935
C -1.022 -0.948 -0.643
C 0.974 -0.404 -2.969
C -0.830 2.079 -0.918
C -0.780 -0.950 3.209
C 2.926 -1.158 2.729
H 2.202 -3.140 0.730
H 2.769 3.258 1.491
H 3.306 -0.145 2.909
H 2.802 -0.003 -0.949
H 1.302 2.834 2.463
H 3.780 0.519 0.453
H -0.175 -1.653 -0.350
H -2.100 0.477 4.110
H 0.676 0.163 5.478
H 1.120 3.096 -1.183
H -1.948 -1.046 5.004
H -0.765 -0.719 -1.683
H 0.235 3.450 0.359
H 1.982 1.367 -2.338
H -2.749 -2.393 1.726
H 3.382 -1.556 1.819
H -1.497 2.650 -4.337
H 0.574 2.965 -3.449
H 0.632 -0.389 -5.115
H -2.688 -1.001 -2.729
H -1.577 -3.563 1.074
H -3.747 0.788 -1.073
H 1.094 1.968 -4.797
H -1.193 -2.452 -3.828
H 2.777 1.820 2.573
H 1.502 -1.082 -2.280
H 0.566 -3.800 0.504
H 3.249 -1.784 3.576
H -2.887 -1.000 3.509
H 1.501 -4.213 1.941
H -1.557 2.854 -1.195
H -2.025 -3.605 2.789
H -1.489 -1.378 -5.198
H 1.931 0.816 4.432
H 1.010 -1.958 -4.460
H 3.472 1.677 -0.919
H -2.594 1.386 -2.779
H -1.030 1.267 -5.292
H 0.267 1.452 4.349
H -1.890 -1.603 -0.538
H -3.708 -0.330 0.313
H -0.611 1.521 -1.827
H -3.849 1.412 0.598
*
```

Largest force on an atom   0.09458 hartree/bohr
⟨S²⟩   8.796


Formula: C25H43KN2O4SSi
Source: OMol25
Level of theory: ωB97M-V/def2-TZVPD

Structure (ORCA input):
```
! wB97M-V def2-TZVPD RIJCOSX def2/J DEFGRID3
* xyz 0 1
K -1.141 0.297 -2.056
S 1.638 -3.290 -0.340
Si -1.418 2.759 0.172
O -1.208 -1.534 0.027
O -2.270 0.316 -4.467
O -3.826 -0.371 -2.293
O 0.490 -0.523 -4.096
N 2.804 -1.530 1.135
N 3.658 -3.765 1.191
C -1.851 1.351 4.768
C -1.985 -2.387 2.238
C 1.236 3.456 -0.630
C -4.632 -0.599 -1.180
C 1.078 -1.767 -4.313
C 0.314 5.114 0.900
C -0.636 1.618 4.194
C -3.030 1.559 3.957
C 2.372 5.582 -0.227
C 2.793 -2.801 0.725
C -3.645 -0.022 -4.626
C 2.120 -0.504 3.227
C 0.197 3.803 0.283
C -0.076 0.176 -5.259
C 1.446 5.915 0.763
C -0.505 2.026 2.836
C -2.883 2.001 2.618
C 3.314 -1.037 2.395
C -4.421 0.379 -3.331
C 5.622 -5.008 1.768
C 2.258 4.314 -0.852
C 4.916 -3.620 1.901
C -1.629 2.148 1.958
C -1.488 -0.233 -5.506
C -1.527 -1.224 1.423
H -5.475 0.070 -3.391
H 4.102 -0.317 2.399
H -1.667 -1.285 -5.527
H -3.788 2.115 2.065
H 1.607 -1.441 3.634
H 0.528 -2.567 -3.768
H 0.519 -0.021 -6.174
H -2.390 -3.179 1.584
H -2.508 3.898 0.192
H 1.367 6.960 1.143
H 0.236 1.657 4.842
H 0.490 2.260 2.469
H 6.640 -5.103 2.171
H -1.111 -2.836 2.710
H -3.732 -1.113 -4.750
H -4.635 0.361 -0.624
H -2.056 1.192 5.812
H 2.398 0.101 4.078
H 1.266 2.464 -1.154
H 2.936 4.102 -1.677
H 2.328 -0.945 0.467
H 3.108 6.305 -0.475
H 2.003 -1.774 -3.729
H -2.203 -0.386 1.432
H -0.497 5.436 1.576
H -0.085 1.205 -5.025
H 1.346 -1.999 -5.361
H 1.424 0.006 2.534
H -0.409 -2.130 0.018
H -2.767 -2.138 2.942
H -4.335 -1.536 -0.741
H -4.442 1.501 -3.173
H 4.805 -3.481 2.957
H 3.666 -1.927 2.922
H -1.709 0.177 -6.502
H -0.670 -0.802 1.959
H 4.969 -5.733 2.257
H -3.964 1.458 4.468
H 3.318 -4.674 1.070
H -4.206 0.505 -5.428
H 5.495 -2.836 1.364
H 5.676 -5.383 0.745
H -5.661 -0.767 -1.616
*
```

Energy relative to the best compared isomer or geometry (same formula, charge and spin)   170.85 kJ/mol
Largest force on an atom   0.06020 hartree/bohr


Formula: C25H43NO13
Source: OMol25
Level of theory: ωB97M-V/def2-TZVPD

Structure (ORCA input):
```
! wB97M-V def2-TZVPD RIJCOSX def2/J DEFGRID3
* xyz 0 1
O -2.853 4.202 3.770
O -3.058 1.984 3.787
O -3.818 -2.622 4.890
O -1.574 3.005 2.395
O 0.771 -6.220 -4.470
O 0.976 -7.457 -2.581
O -4.478 -1.096 6.340
O 0.752 -5.260 -2.451
O -4.022 -3.172 7.055
O 1.630 0.324 -3.873
O -2.621 -0.183 -0.677
O -3.790 -2.122 -0.756
O -2.282 -1.711 0.846
N 2.657 1.171 -3.406
C -1.556 -0.562 1.253
C -1.444 0.290 0.000
C -4.223 -0.366 5.140
C 2.702 0.057 -1.160
C 2.217 2.562 -3.305
C -2.949 -1.424 -0.285
C -2.078 5.183 3.081
C 0.831 -6.312 -3.297
C -5.159 -1.622 3.142
C 1.696 3.041 -4.673
C 1.103 2.661 -2.261
C -1.008 4.322 2.376
C 4.711 1.374 -2.086
C -0.821 4.672 0.907
C -3.974 -1.473 4.093
C 0.823 -7.160 -1.207
C -4.085 -2.360 6.189
C 4.268 2.808 -1.819
C -0.259 -0.992 1.929
C 4.063 -0.802 -3.063
C 3.444 3.391 -2.977
C -2.522 2.949 3.335
C 3.504 0.488 -2.414
C 1.084 -5.648 -1.121
C 0.303 -4.781 -0.144
H -5.057 0.296 4.910
H 3.678 2.770 -0.897
H 5.196 0.962 -1.197
H -0.461 -1.768 2.663
H 2.164 -5.512 -0.986
H -1.571 5.790 3.828
H -3.369 0.290 5.285
H -2.157 -0.049 2.011
H 2.651 0.873 -0.441
H 0.362 -3.778 -0.558
H -5.013 -2.442 2.440
H 3.243 4.425 -2.687
H -0.066 4.414 2.916
H -0.551 0.068 -0.591
H 0.322 -0.180 2.361
H -3.077 -1.144 3.569
H 0.341 -1.406 1.111
H 3.258 -0.788 -0.740
H -1.529 1.353 0.204
H -1.782 4.757 0.383
H 5.085 3.510 -1.643
H 4.100 3.425 -3.851
H -5.424 -0.717 2.596
H -0.194 -7.425 -0.904
H -0.329 3.924 0.284
H -2.645 5.777 2.367
H 1.907 0.069 -4.760
H 0.758 3.700 -2.189
H 0.291 1.959 -2.452
H 1.377 2.448 -1.223
H 0.696 2.639 -4.839
H 4.882 -1.175 -2.455
H -0.745 -5.080 -0.092
H 4.401 -0.504 -4.060
H 1.682 4.129 -4.697
H -0.384 5.656 0.722
H -6.040 -1.874 3.742
H 1.721 -0.376 -1.353
H 3.290 -1.548 -3.245
H 2.349 2.667 -5.461
H 1.515 -7.668 -0.536
H 5.446 1.305 -2.891
H 0.715 -4.908 0.856
*
```

Energy relative to the best compared isomer or geometry (same formula, charge and spin)   53.40 kJ/mol
SMILES   CC1(C)CCCC(C)(C)N1O.C[C@H]1COC(=O)O1.C[C@H]1COC(=O)O1.C[C@H]1COC(=O)O1.C[C@H]1COC(=O)O1
Largest force on an atom   0.04344 hartree/bohr


Formula: C25H44BiO2P2
Source: OMol25
Level of theory: ωB97M-V/def2-TZVPD

Structure (ORCA input):
```
! wB97M-V def2-TZVPD RIJCOSX def2/J DEFGRID3
* xyz 1 1
Bi 0.786 -0.345 -0.928
P 2.438 2.043 -0.978
P 1.221 -4.528 -1.391
O 0.630 -1.183 1.488
O 0.007 0.982 1.544
C -4.829 -1.136 1.279
C -4.237 0.182 1.588
C -4.483 1.245 -0.747
C 2.345 0.809 -3.686
C -0.595 -4.177 -1.323
C 3.352 2.985 0.208
C -3.486 2.342 1.372
C 2.904 -0.332 -0.121
C 4.125 -1.339 -2.313
C 3.399 -2.642 -2.032
C -3.748 0.607 2.854
C -2.664 2.749 3.787
C -3.169 3.666 0.801
C 3.639 -0.112 -1.435
C 3.131 1.072 -2.337
C 0.750 -0.084 3.576
C 1.652 -4.067 0.336
C 1.743 -0.573 -4.024
C 0.761 2.552 -1.285
C -3.727 -0.182 4.102
C -3.281 1.937 2.721
C 1.225 -1.425 -2.811
C 1.894 -2.702 -2.383
C -4.073 1.254 0.675
C 0.426 -0.061 2.100
H 5.171 -1.521 -2.019
H 2.863 0.461 0.707
H 3.139 2.605 1.217
H 0.967 3.514 -1.755
H -0.952 -4.659 -0.398
H 1.433 -3.014 0.590
H 1.830 0.109 3.674
H 0.163 0.633 4.159
H -2.824 3.584 -0.238
H 1.826 -3.371 -3.259
H 3.866 -3.391 -2.673
H -1.595 2.521 3.892
H 2.957 3.991 0.095
H 4.657 0.257 -1.102
H -4.424 -1.916 1.942
H -3.142 2.549 4.750
H -4.215 -1.150 3.962
H 0.142 -1.617 -3.000
H 0.196 1.918 -2.003
H 3.066 1.081 -4.473
H 4.434 3.002 0.067
H -3.915 1.986 -1.325
H -0.842 -3.099 -1.309
H -2.700 -0.367 4.448
H 4.047 1.677 -2.674
H 4.191 -1.109 -3.395
H -5.552 1.491 -0.858
H -2.392 4.169 1.390
H 2.703 -4.281 0.542
H -4.630 -1.424 0.236
H 0.571 -1.112 3.906
H 2.457 -1.107 -4.676
H 1.603 1.627 -3.775
H -4.248 0.350 4.911
H -2.757 3.815 3.566
H -4.329 0.252 -1.196
H 3.314 -1.148 0.479
H 0.227 2.606 -0.327
H 3.688 -3.005 -1.032
H -1.052 -4.648 -2.206
H 0.877 -0.282 -4.663
H -5.924 -1.126 1.414
H -4.055 4.322 0.800
H 1.021 -4.709 0.973
*
```

Energy relative to the best compared isomer or geometry (same formula, charge and spin)   518.07 kJ/mol
Largest force on an atom   0.11657 hartree/bohr


no.,M (g/mol),E_tot (Eh)
1,703.66,-3055.063883
2,482.64,-1598.103088
3,475.42,-2979.074674
4,534.88,-2676.350606
5,565.61,-2011.274327
6,647.55,-2026.216802